This record from the Open Molecules 2025 dataset describes a 2-piece molecular cluster, C4H11NO3 overall in a non-equilibrium geometry. The level of theory is ωB97M-V/def2-TZVPD.

Values from the calculation:
LUMO (alpha / beta), eV: -4.16 / -9.31
Highest occupied orbital energy (alpha / beta), hartree: -0.542 / -0.534
Gap between HOMO and LUMO (alpha / beta), eV: 10.6 / 5.2
Total charge: +1
2S+1: 2
<S²>: 0.757

Last column: Löwdin spin population.
Element x y z (Å)
H (1.16, -0.71, 0.83)  0.001
N (-1.09, -1.96, 1.28)  0.021
O (1.53, 1.09, 1.89)  0.072
H (0.70, 0.97, -1.24)  0.005
O (-0.73, -0.17, -3.12)  0.017
H (2.29, 1.47, -0.69)  0.001
H (-1.07, 1.34, 0.40)  0.002
H (-0.62, -2.03, 2.17)  0.001
H (-1.33, 0.40, -3.60)  0.000
C (-1.11, -0.84, 0.55)  0.076
H (1.65, 0.00, -1.35)  0.005
C (1.49, 0.75, -0.51)  0.017
C (1.01, 0.39, 0.82)  0.020
H (1.55, 2.04, 1.69)  0.000
C (-0.62, 0.52, 0.94)  0.106
H (-1.42, -2.82, 0.87)  0.001
H (-1.24, -0.21, -2.28)  -0.003
O (-1.38, -0.93, -0.66)  0.649
H (-0.77, 0.68, 2.02)  0.009

***

This record from the Open Molecules 2025 dataset describes a 2-piece molecular cluster, C4H11NO3S overall in a non-equilibrium geometry. The level of theory is ωB97M-V/def2-TZVPD.

Values from the calculation:
LUMO (alpha / beta), eV: 0.67 / -1.85
Highest occupied orbital energy (alpha / beta), hartree: -0.188 / -0.354
Gap between HOMO and LUMO (alpha / beta), eV: 5.8 / 7.8
2S+1: 3
<S²>: 2.006

Last column: Löwdin spin population.
Element x y z (Å)
H (0.76, -0.45, -1.63)  0.000
C (-2.62, -0.24, 1.05)  0.828
O (1.85, -1.18, 0.33)  0.004
O (1.52, 2.25, -0.69)  0.000
C (-2.24, -1.40, 1.60)  0.873
H (3.38, 2.19, 1.18)  0.000
H (-2.28, -2.35, 0.97)  0.046
C (-2.87, -0.01, -0.46)  0.102
H (-3.90, 0.41, -0.58)  0.030
H (-2.68, 0.76, 1.59)  0.030
H (-2.21, 0.74, -0.85)  0.025
C (1.85, -0.25, -1.81)  0.000
H (-2.04, -1.54, 2.62)  0.058
N (2.33, -0.03, -0.47)  0.001
H (2.49, -1.77, 0.76)  0.000
S (1.46, 1.25, 0.36)  0.003
H (2.16, 0.61, -2.49)  0.000
O (2.58, 1.74, 1.43)  0.000
H (-2.68, -0.92, -1.04)  -0.001
H (2.26, -1.34, -2.09)  0.000

***

This record from the Open Molecules 2025 dataset describes an isolated ion of composition C4H11NOPS and charge +1 in a non-equilibrium geometry. The level of theory is ωB97M-V/def2-TZVPD.

Values from the calculation:
LUMO, eV: -3.40
Highest occupied orbital energy, hartree: -0.504
Gap between HOMO and LUMO, eV: 10.3
Total charge: +1
2S+1: 1

Last column: Mulliken charge in e.
Element x y z (Å)
C (-1.22, 0.60, -0.63)  -0.747
H (-0.72, 1.39, -1.40)  0.326
S (-1.67, 1.78, 0.71)  -0.107
O (-3.15, -0.67, -0.69)  -0.457
H (-0.46, -2.70, 1.27)  0.120
C (-2.61, 0.29, -1.18)  -0.072
H (1.79, 1.42, -1.04)  0.271
N (0.88, 0.15, 0.52)  -0.030
C (-0.35, -0.53, -0.20)  0.135
H (2.96, 1.04, 0.44)  0.316
P (-1.33, -1.51, 1.15)  -0.091
H (-2.11, -2.18, 0.34)  0.102
H (0.02, -1.21, -0.99)  0.402
H (-3.06, 1.03, -1.80)  0.400
H (2.48, -0.24, -0.71)  0.401
H (1.12, -0.47, 1.20)  0.335
H (-2.35, 0.75, 1.35)  0.235
H (0.34, 0.91, 0.91)  0.251
C (2.08, 0.57, -0.24)  -0.790

***

This record from the Open Molecules 2025 dataset describes a 2-piece molecular cluster, C4H11NOS overall in a non-equilibrium geometry. The level of theory is ωB97M-V/def2-TZVPD.

Values from the calculation:
LUMO, eV: 0.72
Highest occupied orbital energy, hartree: -0.334
Gap between HOMO and LUMO, eV: 9.8
2S+1: 1

Last column: Mulliken charge in e.
Element x y z (Å)
H (1.60, 0.14, 2.45)  0.203
H (-2.90, -2.31, 0.01)  0.364
C (2.23, 0.98, 0.68)  -0.274
N (1.39, 0.91, 1.89)  -0.540
O (2.57, 2.62, -0.91)  -0.498
C (-1.80, -0.88, -1.01)  -0.297
H (1.44, 1.79, 2.43)  0.212
C (1.80, 2.09, -0.15)  0.004
H (-2.29, -1.00, 1.09)  0.289
H (-2.72, -0.33, -1.26)  0.324
C (-2.01, -1.70, 0.28)  -1.086
H (3.31, 0.87, 0.86)  0.314
H (-1.68, -1.16, -3.44)  0.122
H (2.06, 0.13, -0.02)  0.234
H (-1.00, -0.15, -0.90)  0.219
H (-1.15, -2.35, 0.52)  0.298
H (0.73, 2.41, -0.09)  0.348
S (-1.56, -2.05, -2.44)  -0.236

***

This record from the Open Molecules 2025 dataset describes a 2-piece molecular cluster, C4H11NOS overall in a non-equilibrium geometry. The level of theory is ωB97M-V/def2-TZVPD.

Values from the calculation:
LUMO (alpha / beta), eV: 0.35 / 0.59
Highest occupied orbital energy (alpha / beta), hartree: -0.292 / -0.256
Gap between HOMO and LUMO (alpha / beta), eV: 8.3 / 7.6
2S+1: 1

Last column: Mulliken charge in e.
Element x y z (Å)
H (-0.15, -1.43, -1.70)  0.255
H (-1.26, 0.35, 1.88)  0.322
H (1.11, 1.96, 1.57)  0.216
H (1.21, -2.79, 2.06)  0.349
S (1.13, -0.37, 2.42)  0.392
C (-0.17, 0.51, 1.59)  -0.250
N (0.13, 1.86, 1.50)  -0.369
C (-1.09, 0.66, -2.10)  -0.637
H (-1.43, 1.16, -1.16)  0.155
H (-0.95, 1.46, -2.83)  0.296
C (0.83, -1.92, 1.56)  -0.730
O (2.34, 0.24, 1.94)  -0.655
H (-0.21, -1.77, 1.61)  0.296
H (-0.61, 2.56, 1.59)  0.233
H (1.06, 0.01, -1.86)  0.216
C (-0.07, -0.31, -1.98)  -0.549
H (-1.94, 0.15, -2.55)  0.273
H (1.10, -1.83, 0.53)  0.187

***

This record from the Open Molecules 2025 dataset describes a 2-piece molecular cluster, C4H11NOS overall in a non-equilibrium geometry. The level of theory is ωB97M-V/def2-TZVPD.

Values from the calculation:
LUMO, eV: 0.69
Highest occupied orbital energy, hartree: -0.319
Gap between HOMO and LUMO, eV: 9.4
2S+1: 1

Last column: Mulliken charge in e.
Element x y z (Å)
H (0.96, -0.29, 2.14)  0.235
O (-1.10, 0.00, 3.34)  -0.602
C (-2.12, -1.54, 1.92)  -0.809
C (2.35, 0.57, -2.02)  -0.882
H (0.23, 2.15, -3.42)  0.310
H (-3.00, -1.03, 2.31)  0.259
H (2.66, 0.59, -3.02)  0.337
H (-1.26, 1.55, -2.30)  0.254
H (0.26, -1.06, 0.83)  0.195
H (3.02, 0.11, -1.41)  0.374
H (0.33, 2.45, -1.74)  0.275
H (2.46, 1.69, -1.65)  0.205
N (0.13, -0.47, 1.58)  -0.301
S (0.70, 0.07, -2.00)  -0.069
H (-2.25, -1.58, 0.83)  0.316
C (-0.08, 1.69, -2.41)  -0.804
H (-1.99, -2.51, 2.41)  0.232
C (-0.94, -0.69, 2.37)  0.475